C6H12BrClFNO2S | ωB97M-V with the def2-TZVPD basis set

Last column: natural (NBO) charge in e.
Atoms and positions in Å:
C (2.366, -0.437, 0.815)  -0.615
C (2.109, 1.016, 0.453)  -0.439
C (1.000, 1.262, -0.564)  -0.062
Br (1.606, 0.704, -2.329)  0.025
N (-0.309, 0.638, -0.157)  -0.721
C (-1.168, -0.110, -1.125)  -0.255
C (-1.250, -1.612, -0.885)  -0.178
C (-1.731, -1.991, 0.501)  -0.629
Cl (0.304, -2.445, -1.228)  -0.075
S (-1.280, 1.735, 0.603)  2.543
O (-1.565, 2.866, -0.207)  -0.906
O (-2.301, 1.054, 1.307)  -0.898
F (-0.250, 2.233, 1.672)  -0.480
H (1.462, -0.923, 1.178)  0.215
H (2.727, -1.001, -0.044)  0.219
H (3.122, -0.491, 1.600)  0.217
H (1.871, 1.592, 1.350)  0.226
H (3.012, 1.461, 0.028)  0.223
H (0.829, 2.328, -0.708)  0.227
H (-0.863, 0.122, -2.141)  0.237
H (-2.199, 0.243, -1.020)  0.227
H (-1.936, -1.997, -1.642)  0.220
H (-2.691, -1.516, 0.710)  0.228
H (-1.017, -1.659, 1.255)  0.223
H (-1.845, -3.072, 0.575)  0.226

Computed properties:
net charge: 0
Kohn-Sham gap: 10.941 eV
HOMO: -10.42 eV
SMILES: CC[C@@H](Br)N(C[C@H](C)Cl)S(=O)(=O)F